[1]
Computed, not measured: a cluster of 2 separate species, C5H12N2O2 in total at a distorted geometry, with wB97M-V/def2-TZVPD.

Each atom is followed by the atoms it is bonded to, with distances in Å.
Positions of all 21 atoms, in Å:
1 C -0.939 -0.133 1.159  C5 1.543, N6 1.422, O8 1.422, H10 1.085
2 C 1.592 0.820 -0.515  C4 1.377, N7 1.352, H11 1.083
3 C -1.924 0.597 -1.176  C5 1.513, H16 1.091, H17 1.090, H18 1.091
4 C 1.771 -0.420 -1.086  C2 1.377, H19 1.083, H21 1.081
5 C -1.401 -0.494 -0.268  C1 1.543, C3 1.513, O8 1.411, O9 1.340
6 N 0.040 -0.924 1.822  C1 1.422, H12 1.021, H13 1.018
7 N 1.903 1.133 0.764  C2 1.352, H14 1.005, H15 1.014
8 O -2.184 -0.759 0.876  C1 1.422, C5 1.411
9 O -0.751 -1.504 -0.862  C5 1.340, H20 1.160
10 H -1.012 0.882 1.534  C1 1.085
11 H 1.212 1.643 -1.107  C2 1.083
12 H 0.082 -1.836 1.364  N6 1.021
13 H -0.216 -1.077 2.795  N6 1.018
14 H 1.488 1.963 1.152  N7 1.005
15 H 1.917 0.354 1.412  N7 1.014
16 H -2.358 1.409 -0.593  C3 1.091
17 H -1.118 0.980 -1.804  C3 1.090
18 H -2.692 0.171 -1.823  C3 1.091
19 H 1.991 -0.447 -2.146  C4 1.083
20 H 0.350 -1.170 -1.009  O9 1.160
21 H 2.249 -1.186 -0.491  C4 1.081

## Properties
Structure (SMILES): C[C@]1(O)O[C@H]1N.C=CN
Energy above the lowest of the compared OMol25 structures with the same formula, charge and spin: 311.9 kJ/mol

Löwdin atomic charge list, values in e, 4 entries: -0.33 -0.24 0.01 -0.08



[2]
Computed, not measured: the ion C27H25N6 with charge +1 at a distorted geometry, with wB97M-V/def2-TZVPD.

Each atom is followed by the atoms it is bonded to, with distances in Å.
Positions of all 58 atoms, in Å:
1 N -2.545 -4.454 1.405  H2 1.013, H3 1.013, C4 1.440
2 H -3.459 -4.064 1.210  N1 1.013
3 H -2.257 -4.203 2.342  N1 1.013
4 C -1.569 -4.069 0.418  N1 1.440, C5 1.513, C50 1.552, C56 1.553
5 C -1.301 -2.585 0.297  C4 1.513, C6 1.394, C10 1.392
6 C -0.372 -2.120 -0.633  C5 1.394, C7 1.380, H49 1.078
7 C -0.105 -0.773 -0.765  C6 1.380, C8 1.389, H48 1.078
8 C -0.775 0.140 0.039  C7 1.389, C9 1.388, N13 1.418
9 C -1.695 -0.300 0.980  C8 1.388, C10 1.382, H12 1.080
10 C -1.953 -1.652 1.098  C5 1.392, C9 1.382, H11 1.080
11 H -2.670 -1.976 1.838  C10 1.080
12 H -2.200 0.406 1.622  C9 1.080
13 N -0.471 1.520 -0.078  C8 1.418, C14 1.346, C21 1.383
14 C -1.323 2.562 -0.103  N13 1.346, N15 1.351, C36 1.440
15 N -0.617 3.714 -0.095  C14 1.351, C16 1.372, H35 1.010
16 C 0.724 3.421 -0.093  N15 1.372, C17 1.390, C21 1.407
17 C 1.898 4.165 -0.104  C16 1.390, C18 1.378, H34 1.079
18 C 3.070 3.442 -0.081  C17 1.378, C19 1.415, H33 1.077
19 C 3.070 2.027 -0.038  C18 1.415, N20 1.334, C22 1.461
20 N 1.935 1.326 -0.046  C19 1.334, C21 1.312
21 C 0.820 2.017 -0.076  N13 1.383, C16 1.407, N20 1.312
22 C 4.305 1.248 -0.007  C19 1.461, C23 1.397, C27 1.398
23 C 5.522 1.797 0.404  C22 1.397, C24 1.382, H32 1.079
24 C 6.667 1.025 0.415  C23 1.382, C25 1.386, H31 1.079
25 C 6.621 -0.302 0.016  C24 1.386, C26 1.386, H30 1.079
26 C 5.417 -0.861 -0.382  C25 1.386, C27 1.380, H29 1.079
27 C 4.268 -0.096 -0.390  C22 1.398, C26 1.380, H28 1.078
28 H 3.326 -0.521 -0.697  C27 1.078
29 H 5.377 -1.895 -0.688  C26 1.079
30 H 7.521 -0.898 0.021  C25 1.079
31 H 7.601 1.458 0.740  C24 1.079
32 H 5.577 2.820 0.745  C23 1.079
33 H 4.010 3.966 -0.115  C18 1.077
34 H 1.893 5.243 -0.139  C17 1.079
35 H -1.035 4.630 -0.172  N15 1.010
36 C -2.758 2.513 -0.209  C14 1.440, C37 1.401, C41 1.421
37 C -3.398 1.519 -0.961  C36 1.401, C38 1.379, H47 1.079
38 C -4.765 1.568 -1.139  C37 1.379, C39 1.392, H46 1.077
39 C -5.462 2.635 -0.581  C38 1.392, N40 1.315, H45 1.081
40 N -4.886 3.560 0.156  C39 1.315, C41 1.326
41 C -3.579 3.514 0.377  C36 1.421, N40 1.326, N42 1.367
42 N -3.077 4.518 1.157  C41 1.367, H43 1.008, H44 1.011
43 H -2.291 4.326 1.758  N42 1.008
44 H -3.800 5.085 1.576  N42 1.011
45 H -6.526 2.754 -0.726  C39 1.081
46 H -5.274 0.820 -1.722  C38 1.077
47 H -2.812 0.744 -1.431  C37 1.079
48 H 0.615 -0.422 -1.488  C7 1.078
49 H 0.150 -2.820 -1.264  C6 1.078
50 C -0.275 -4.918 0.543  C4 1.552, H51 1.086, H52 1.088, C53 1.535
51 H -0.359 -5.643 1.347  C50 1.086
52 H 0.642 -4.345 0.664  C50 1.088
53 C -0.515 -5.514 -0.851  C50 1.535, H54 1.088, H55 1.086, C56 1.535
54 H 0.220 -5.216 -1.595  C53 1.088
55 H -0.609 -6.596 -0.870  C53 1.086
56 C -1.847 -4.756 -0.947  C4 1.553, C53 1.535, H57 1.088, H58 1.086
57 H -1.949 -4.080 -1.793  C56 1.088
58 H -2.719 -5.401 -0.890  C56 1.086

## Properties
Structure (SMILES): NC1(c2ccc(N3/C(=C4\C=CC=NC4=[NH2+])Nc4ccc(-c5ccccc5)nc43)cc2)CCC1
Charge: +1

Löwdin atomic charge list, values in e, 4 entries: 0.08 0.09 0.09 -0.48



[3]
Computed, not measured: a cluster of 2 separate species, H4O2 in total at a distorted geometry, with wB97M-V/def2-TZVPD.

Each atom is followed by the atoms it is bonded to, with distances in Å.
Positions of all 6 atoms, in Å:
1 H -2.105 -0.593 0.152  O5 0.947
2 H -0.709 -0.205 -0.215  O5 0.961
3 H 2.026 -0.356 0.064  O6 0.975
4 H 1.236 0.980 0.086  O6 0.990
5 O -1.576 0.169 -0.038  H1 0.947, H2 0.961
6 O 1.128 0.006 -0.050  H3 0.975, H4 0.990

## Properties
Structure (SMILES): O.O
Energy above the lowest of the compared OMol25 structures with the same formula, charge and spin: 8.8 kJ/mol

Löwdin atomic charge list, values in e, 4 entries: 0.02 -0.02 0.06 0.08



no.,gap between HOMO and LUMO (eV),HOMO energy (hartree)
1,9.41,-0.3170
2,7.48,-0.4106
3,11.58,-0.3996